No. 1
The following is a DFT calculation (ωB97M-V/def2-TZVPD) of an isolated ion of composition C6H13ClN4 and charge +2 at a distorted geometry.

energy relative to the best compared isomer or geometry (same formula, charge and spin) = 326.7 kJ/mol
E_tot = -24895.217 eV
lowest unoccupied orbital energy (alpha / beta) = -8.34 / -8.34 eV
HOMO-LUMO gap (alpha / beta) = 9.3 / 9.3 eV

Geometry as ORCA input:
```
! wB97M-V def2-TZVPD RIJCOSX def2/J DEFGRID3
* xyz 2 1
C 1.728 -1.183 1.022
C -0.083 -1.096 -0.412
C 0.326 1.150 -0.267
C 1.807 1.075 -0.048
C -1.318 -2.835 -1.417
C -1.725 1.947 0.892
N 0.692 -1.713 0.420
N 2.168 0.021 0.867
N -1.004 -1.455 -1.178
N -0.239 1.829 0.861
Cl 2.665 0.812 -1.624
H 2.205 -1.916 1.605
H -0.039 1.705 -1.188
H 2.157 2.122 0.383
H -2.321 -2.815 -1.023
H -0.878 -3.687 -0.963
H -1.331 -3.063 -2.571
H -2.117 2.468 0.047
H -2.136 0.989 0.669
H -2.151 2.292 1.827
H 3.121 0.118 1.223
H -1.548 -0.742 -1.770
H -0.183 1.220 1.730
H 0.205 2.755 0.914
*
```

---

No. 2
The following is a DFT calculation (ωB97M-V/def2-TZVPD) of a 2-piece molecular cluster, C6H13ClSi overall at a distorted geometry.

energy relative to the best compared isomer or geometry (same formula, charge and spin) = 418.4 kJ/mol
E_tot = -26829.458 eV
lowest unoccupied orbital energy (alpha / beta) = 0.28 / -0.90 eV
HOMO-LUMO gap (alpha / beta) = 7.9 / 7.7 eV

Geometry as ORCA input:
```
! wB97M-V def2-TZVPD RIJCOSX def2/J DEFGRID3
* xyz 0 1
C -1.302 2.180 -0.699
C -1.744 0.805 -1.084
C -0.764 2.180 0.751
C -0.517 -0.135 -0.815
C -0.885 -1.625 -0.858
C 3.440 -2.567 1.868
Si 0.196 0.512 0.865
Cl 2.306 0.586 0.942
H -0.505 2.477 -1.350
H -2.044 3.020 -0.991
H -2.371 0.383 -0.225
H -2.100 0.691 -2.082
H 0.156 2.758 1.006
H -1.600 2.348 1.324
H 0.172 -0.109 -1.658
H 0.114 -2.293 -0.874
H -1.234 -1.729 -1.861
H -1.737 -1.827 -0.181
H 4.378 -2.441 2.448
H 2.614 -1.971 2.377
H 3.426 -3.243 1.098
*
```

---

No. 3
The following is a DFT calculation (ωB97M-V/def2-TZVPD) of C6H13HgO4 as an isolated structure at a distorted geometry.

energy relative to the best compared isomer or geometry (same formula, charge and spin) = 76.3 kJ/mol
E_tot = -18793.767 eV
lowest unoccupied orbital energy (alpha / beta) = 0.70 / -1.25 eV
HOMO-LUMO gap (alpha / beta) = 8.4 / 7.4 eV

Geometry as ORCA input:
```
! wB97M-V def2-TZVPD RIJCOSX def2/J DEFGRID3
* xyz 0 2
O 0.057 0.760 -1.399
C 0.109 -0.193 -0.436
O -0.884 -0.926 -0.444
O 1.383 -0.594 -0.261
C 2.254 0.102 0.636
C -1.212 1.043 -1.999
H -1.258 0.655 -3.026
H -2.106 0.613 -1.521
C -1.375 2.542 -1.976
H -1.489 2.872 -0.934
H -0.481 3.015 -2.404
H -2.268 2.823 -2.550
C 3.662 -0.385 0.389
H 1.976 -0.121 1.676
H 2.214 1.190 0.487
H 3.783 -1.386 0.825
H 4.376 0.312 0.848
H 3.841 -0.448 -0.692
Hg -1.469 -1.903 1.310
O -0.694 -0.047 1.843
C -0.858 1.208 2.401
H -0.039 1.460 3.108
H -0.826 1.983 1.607
H -1.821 1.340 2.940
*
```

---

No. 4
The following is a DFT calculation (ωB97M-V/def2-TZVPD) of one molecule with the formula C6H13IOSi at a distorted geometry.

energy relative to the best compared isomer or geometry (same formula, charge and spin) = 105.7 kJ/mol
E_tot = -24457.909 eV
lowest unoccupied orbital energy = 0.43 eV
SMILES string = C[Si](C)(C)OC/C=C/I
HOMO-LUMO gap = 9.6 eV

Geometry as ORCA input:
```
! wB97M-V def2-TZVPD RIJCOSX def2/J DEFGRID3
* xyz 0 1
C -0.027 -1.023 1.487
Si 0.368 -0.227 -0.235
C 0.897 -1.640 -1.483
C 2.055 0.520 0.282
O -0.418 0.929 -1.052
C -1.263 1.763 -0.288
C -2.651 1.402 -0.105
C -3.207 0.257 -0.280
I -5.223 -0.125 0.148
H -1.040 -1.352 1.578
H 0.623 -2.002 1.522
H 0.390 -0.343 2.220
H 0.564 -1.350 -2.559
H 1.969 -1.628 -1.385
H 0.236 -2.483 -1.224
H 2.897 -0.185 0.453
H 2.564 1.238 -0.288
H 2.032 1.086 1.224
H -1.438 2.667 -0.974
H -0.703 2.064 0.731
H -3.220 2.164 0.419
H -2.643 -0.662 -0.614
*
```

---

No. 5
The following is a DFT calculation (ωB97M-V/def2-TZVPD) of one molecule with the formula C6H13IOSi at a distorted geometry.

energy relative to the best compared isomer or geometry (same formula, charge and spin) = 168.1 kJ/mol
E_tot = -24457.262 eV
lowest unoccupied orbital energy = 0.04 eV
SMILES string = C[Si](C)(C)/C(O)=C/CI
HOMO-LUMO gap = 8.7 eV

Geometry as ORCA input:
```
! wB97M-V def2-TZVPD RIJCOSX def2/J DEFGRID3
* xyz 0 1
C -2.591 0.781 0.616
Si -1.096 -0.354 0.066
C -1.164 -0.762 -1.855
C -0.814 -1.851 1.285
C 0.546 0.692 0.032
O 0.280 2.009 0.368
C 1.758 0.201 -0.217
C 3.065 0.931 -0.110
I 5.032 -0.147 0.089
H -3.506 0.461 0.205
H -2.501 0.668 1.655
H -2.368 1.747 0.366
H -0.200 -0.635 -2.308
H -1.330 -1.827 -1.858
H -1.904 -0.281 -2.495
H -0.199 -2.592 0.924
H -0.671 -1.369 2.301
H -1.783 -2.374 1.308
H 1.088 2.568 0.715
H 1.880 -0.847 -0.556
H 3.291 1.212 -1.196
H 3.188 1.768 0.666
*
```

---

No. 6
The following is a DFT calculation (ωB97M-V/def2-TZVPD) of one molecule with the formula C6H13N.

energy relative to the best compared isomer or geometry (same formula, charge and spin) = 29.4 kJ/mol
E_tot = -7922.528 eV
lowest unoccupied orbital energy = 1.01 eV
SMILES string = CC/C(C)=C(/C)N
HOMO-LUMO gap = 8.9 eV

Geometry as ORCA input:
```
! wB97M-V def2-TZVPD RIJCOSX def2/J DEFGRID3
* xyz 0 1
C -1.763 -1.686 -0.247
C -1.475 -0.185 -0.502
C -0.300 0.318 0.321
C -0.656 0.913 1.644
C 0.925 0.289 -0.201
C 2.180 0.641 0.560
N 1.160 -0.095 -1.559
H -2.674 -1.809 0.342
H -0.966 -2.168 0.318
H -1.864 -2.240 -1.182
H -1.236 -0.038 -1.554
H -2.364 0.410 -0.300
H 0.180 1.370 2.162
H -1.437 1.672 1.569
H -1.071 0.162 2.338
H 2.922 -0.151 0.457
H 2.621 1.567 0.175
H 1.981 0.755 1.618
H 0.749 -1.012 -1.725
H 2.151 -0.264 -1.693
*
```

---

No. 7
The following is a DFT calculation (ωB97M-V/def2-TZVPD) of one molecule with the formula C6H13N at a distorted geometry.

energy relative to the best compared isomer or geometry (same formula, charge and spin) = 145.5 kJ/mol
E_tot = -7921.325 eV
lowest unoccupied orbital energy = 1.01 eV
SMILES string = C=C(CC)CCN
HOMO-LUMO gap = 10.1 eV

Geometry as ORCA input:
```
! wB97M-V def2-TZVPD RIJCOSX def2/J DEFGRID3
* xyz 0 1
C -1.950 -0.331 -1.441
C -0.875 -0.144 -0.670
C 0.159 -1.247 -0.571
C 0.248 -2.109 0.702
C -0.616 1.095 0.092
C 0.784 1.752 -0.025
N 1.771 1.458 0.977
H -2.809 0.319 -1.400
H -2.098 -1.094 -2.198
H 1.143 -0.763 -0.618
H 0.172 -1.902 -1.435
H -0.135 -3.111 0.419
H 1.230 -2.301 1.138
H -0.269 -1.840 1.628
H -0.773 0.919 1.171
H -1.355 1.898 -0.029
H 0.709 2.841 0.097
H 1.109 1.797 -1.083
H 1.715 0.614 1.535
H 1.840 2.149 1.711
*
```

---

No. 8
The following is a DFT calculation (ωB97M-V/def2-TZVPD) of one molecule with the formula C6H13N at a distorted geometry.

energy relative to the best compared isomer or geometry (same formula, charge and spin) = 115.6 kJ/mol
E_tot = -7921.635 eV
lowest unoccupied orbital energy = 1.04 eV
SMILES string = C=C(C)CCCN
HOMO-LUMO gap = 9.7 eV

Geometry as ORCA input:
```
! wB97M-V def2-TZVPD RIJCOSX def2/J DEFGRID3
* xyz 0 1
C 0.550 2.397 1.512
C 0.592 1.521 0.510
C 1.817 1.279 -0.382
C -0.628 0.614 0.262
C -0.136 -0.874 0.111
C -1.124 -2.002 -0.132
N -1.522 -2.161 -1.537
H -0.393 2.438 2.059
H 1.388 3.072 1.660
H 1.469 0.849 -1.386
H 2.489 0.543 0.047
H 2.262 2.277 -0.356
H -1.301 0.804 1.113
H -1.126 0.931 -0.682
H 0.503 -1.058 0.988
H 0.658 -0.861 -0.607
H -0.598 -2.895 0.246
H -2.000 -2.031 0.555
H -0.862 -1.854 -2.226
H -2.039 -2.987 -1.755
*
```